11
Properties=species:S:1:pos:R:3 method="wB97M-V/def2-TZVPD" smiles="C=CCN" relative_energy_kcal_mol=10.0
C -0.1676 1.7897 -0.1194
C 0.4076 0.6754 0.2974
C 0.3417 -0.6678 -0.3828
N -0.2635 -1.6119 0.5376
H -0.7792 1.8770 -1.0262
H -0.0708 2.7184 0.4280
H 0.9477 0.7049 1.2618
H 1.3415 -1.0676 -0.5622
H -0.1887 -0.5559 -1.3402
H -1.2250 -1.3196 0.7641
H -0.3437 -2.5426 0.1419